One molecule with the formula C17H23NO4 in a non-equilibrium geometry. Source: the Open Molecules 2025 dataset; level of theory: the ωB97M-V functional and the def2-TZVPD basis.

Properties
- HOMO energy (eV) = -8.749
- energy relative to the best compared isomer or geometry (same formula, charge and spin) (eV) = 4.6984
- orbital gap (eV) = 9.05
- spin multiplicity = 1
- strongest force on any atom (eV Å⁻¹) = 4.03
- SMILES = Cc1ccc(C(=O)C[C@H]2CC[C@@H](O)[C@H]3[C@H](O)[C@H](O)CN23)cc1

The geometry in XYZ format:
```
45
C17H23NO4 the ωB97M-V functional and the def2-TZVPD basis
O -1.47006 1.47064 -1.72514
O -0.04153 -3.87349 0.51886
O -2.56903 -2.88716 3.85754
O -0.81283 -1.52408 5.09608
C -0.34760 1.16717 -1.41892
C 1.86380 2.31989 -1.37188
C 0.36682 2.89132 -3.14344
C 2.68399 3.35816 -1.66672
C 1.31678 3.91832 -3.56256
C 0.68737 2.09224 -2.07560
C 2.46413 4.17176 -2.77888
N -0.74900 -1.37080 1.36328
C 3.43196 5.22561 -3.09130
C -1.78050 -2.96217 -0.87237
C -0.00870 0.46257 -0.09178
C -0.93572 -1.65307 -1.01883
C -1.71833 -2.50116 1.54787
C -0.27282 -0.83892 2.63477
C -1.45957 -3.56261 0.48158
C -1.04674 -0.63630 0.11821
C -1.37749 -2.86494 2.99697
C -0.38542 -1.85615 3.72914
H 0.38651 -2.97659 0.63933
H -2.64090 -2.10335 4.34223
H -0.90894 -2.34570 5.60514
H 2.09113 1.65097 -0.52408
H -0.62354 2.84506 -3.54461
H 3.56422 3.38886 -1.08619
H 1.09160 4.45923 -4.46305
H 3.63567 5.58412 -2.10504
H 2.85482 5.97157 -3.66707
H 4.32964 4.94555 -3.56628
H -1.55288 -3.66659 -1.70356
H -2.85834 -2.75957 -1.11722
H 0.95698 0.02512 0.02640
H 0.08401 1.20721 0.68351
H 0.09618 -1.92092 -1.16996
H -1.24238 -1.19674 -1.99633
H -2.78363 -2.16648 1.39318
H 0.79953 -0.60566 2.57085
H -0.77308 0.16763 2.87120
H -1.83719 -4.56268 0.68982
H -2.06317 -0.15033 -0.00479
H -0.98489 -3.89426 2.92918
H 0.53912 -2.44325 3.67045
```



C17H24As2ClIrO5S as an isolated structure in a non-equilibrium geometry. Source: the Open Molecules 2025 dataset; level of theory: the ωB97M-V functional and the def2-TZVPD basis.

Properties
- HOMO energy (alpha / beta) (eV) = -18.160 / -18.159
- orbital gap (alpha / beta) (eV) = 6.46 / 5.39
- spin multiplicity = 2
- total charge = +3
- strongest force on any atom (eV Å⁻¹) = 1.84
- expectation value of S² = 0.755

The geometry in XYZ format:
```
51
C17H24As2ClIrO5S the ωB97M-V functional and the def2-TZVPD basis
Ir -0.11808 -0.02757 -0.60981
O -1.50347 -2.48576 1.84748
Cl -0.33530 -1.83817 1.49028
O 0.85446 -2.35784 1.98890
O -0.42112 -0.36513 1.62163
O -0.25654 -1.90812 -0.12591
C -0.75991 0.16422 -4.24919
As 0.35395 -0.65594 -2.91162
C 0.21467 -2.57083 -3.04861
C 2.17505 -0.15260 -3.23710
C 2.69988 -0.13410 -4.52369
C 4.05015 0.13036 -4.70822
C 4.87463 0.37469 -3.61773
C 4.35436 0.37254 -2.33107
C 3.00038 0.11623 -2.14608
As 2.25644 0.30104 -0.38955
C 3.32723 -0.76284 0.80885
C 2.39913 2.16692 0.08584
H -0.51233 -0.31917 -5.19657
H -0.54266 1.22945 -4.29721
H -1.81389 -0.00264 -4.03403
H 0.60270 -2.81848 -4.03925
H -0.82338 -2.88776 -2.96616
H 0.82196 -3.04981 -2.28416
H 2.07855 -0.33301 -5.38904
H 4.46323 0.13738 -5.70813
H 5.92527 0.58256 -3.77154
H 5.01663 0.58010 -1.49779
H 4.19970 -0.12301 0.97003
H 3.60265 -1.67744 0.28803
H 2.85480 -0.97458 1.76394
H 3.44005 2.43773 -0.10447
H 2.16309 2.31508 1.13859
H 1.74667 2.76014 -0.55066
C -2.45739 3.77190 -0.06571
S -1.72454 2.36588 0.75254
O -0.92155 1.73062 -0.47707
C -3.06680 1.25302 0.97878
C -3.64428 1.28572 2.23589
C -4.72732 0.44621 2.48084
C -5.17187 -0.41870 1.49552
C -4.57426 -0.44030 0.24593
C -3.50782 0.40492 -0.02762
H -2.96743 3.44452 -0.96958
H -1.66956 4.49556 -0.26607
H -3.16425 4.18247 0.65861
H -3.26062 1.93480 3.01422
H -5.20917 0.45810 3.44894
H -5.99172 -1.09275 1.70431
H -4.96329 -1.09661 -0.52056
H -3.07617 0.44020 -1.02484
```



C17H24BF4N4O3RhS2Si as an isolated structure. Source: the Open Molecules 2025 dataset; level of theory: the ωB97M-V functional and the def2-TZVPD basis.

Properties
- HOMO energy (eV) = -8.948
- energy relative to the best compared isomer or geometry (same formula, charge and spin) (eV) = 0.0000
- orbital gap (eV) = 8.42
- spin multiplicity = 1
- strongest force on any atom (eV Å⁻¹) = 0.63

The geometry in XYZ format:
```
57
C17H24BF4N4O3RhS2Si the ωB97M-V functional and the def2-TZVPD basis
Rh -0.93887 0.51897 0.87037
N -1.56498 -0.24676 2.66455
C -0.95888 0.57011 3.74755
C -1.05215 2.02923 3.35195
N -0.43817 2.19325 2.01409
H -2.58498 -0.22230 2.71299
H -1.28513 -1.22051 2.74910
H 0.08338 0.26251 3.84230
H -1.46434 0.39005 4.69651
H -0.56551 2.66749 4.09033
H -2.09562 2.31994 3.26604
H 0.57220 2.26046 2.09901
H -0.75335 3.06782 1.58481
C 2.07867 -4.28408 1.61430
Si 1.88398 -3.95246 -0.21819
C 1.84240 -5.55543 -1.18176
C 3.26969 -2.86392 -0.84639
C 0.22285 -3.08585 -0.48042
C -0.81375 -3.63240 -1.23784
C -2.02404 -2.97563 -1.42481
C -2.20674 -1.74247 -0.82833
N -1.23286 -1.22570 -0.08557
C -0.05601 -1.84573 0.08363
S 0.95533 -0.78454 1.08534
H 3.02915 -4.78141 1.82139
H 1.27562 -4.92351 1.98692
H 2.05951 -3.35053 2.18102
H 2.80710 -6.06037 -1.09337
H 1.65976 -5.38278 -2.24483
H 1.07811 -6.24168 -0.81080
H 4.20588 -3.42781 -0.85671
H 3.41360 -1.98148 -0.22140
H 3.07344 -2.52201 -1.86472
H -0.67482 -4.59904 -1.70887
H -2.80983 -3.41033 -2.02453
H -3.10937 -1.15493 -0.91539
F -4.11430 -0.58253 1.31630
B -4.15058 0.82156 1.16082
F -3.98464 1.41435 2.41087
F -5.23502 1.25606 0.47502
F -2.93466 1.14662 0.36431
O -0.20749 5.09352 0.58939
C -0.31448 4.37669 -0.39211
N -1.29409 3.44204 -0.57178
S -0.87139 2.39809 -1.65675
O -1.84736 2.01919 -2.62933
O -0.25464 1.22084 -0.96827
C 0.50089 3.27599 -2.34214
C 1.28997 3.01631 -3.44222
C 2.31559 3.91893 -3.70356
C 2.52690 5.02011 -2.87762
C 1.72059 5.25513 -1.76955
C 0.69207 4.36811 -1.51906
H 1.11537 2.15543 -4.07331
H 2.95815 3.76558 -4.56073
H 3.33237 5.70530 -3.10843
H 1.87545 6.10650 -1.12009
```



C17H24Br35NO4PS2 as an isolated structure. Source: the Open Molecules 2025 dataset; level of theory: the ωB97M-V functional and the def2-TZVPD basis.

Properties
- HOMO energy (eV) = -5.741
- orbital gap (eV) = 6.32
- spin multiplicity = 1
- total charge = -1
- strongest force on any atom (eV Å⁻¹) = 0.88

The geometry in XYZ format:
```
84
C17H24Br35NO4PS2 the ωB97M-V functional and the def2-TZVPD basis
C -1.58164 -0.88894 6.81197
C -0.62798 -0.63991 5.63765
P -1.37959 -1.15115 4.03988
C -0.51236 -0.08381 2.81796
S -0.35792 -3.04438 3.68689
O 0.50912 -2.83167 2.54395
O 0.31645 -3.39420 4.92903
N -1.57224 -4.00045 3.29340
S -1.83660 -5.33868 4.12391
O -2.12241 -5.08787 5.51296
O -2.77607 -6.13444 3.37501
C -0.30232 -6.33076 4.13345
Br 0.49923 -6.28723 2.36894
C -0.42669 -7.81876 4.50594
C 0.90470 -8.31547 5.11284
Br -1.87138 -8.24476 5.74068
H -2.61336 -0.74324 6.48944
H -1.38018 -0.19656 7.62924
H -1.49895 -1.91139 7.17476
H -0.37155 0.42112 5.58116
H 0.31016 -1.17536 5.78688
H -0.59282 0.93778 3.17462
H 0.52401 -0.40072 2.70698
H -1.00647 -0.21046 1.85797
H 0.37881 -5.83219 4.81535
H -0.59555 -8.37499 3.59246
H 1.43745 -8.94278 4.40102
H 1.55388 -7.48175 5.37573
H 0.72359 -8.87564 6.02486
C -2.82003 3.48643 2.15664
Br -3.39378 2.33923 3.58653
Br -1.06239 3.00742 1.55277
Br -4.10692 3.51571 0.71365
H -2.75600 4.49278 2.54225
C -1.29713 2.97626 -2.54117
Br -2.87159 3.84627 -3.19918
Br -0.90805 1.34767 -3.48553
Br 0.21581 4.16494 -2.53911
H -1.49648 2.70387 -1.51422
C 3.99680 -6.37351 0.53902
Br 4.18418 -5.32494 2.13184
Br 2.67599 -5.62668 -0.63962
Br 5.68690 -6.63371 -0.35480
H 3.64271 -7.34954 0.83703
C -6.11959 6.56869 -2.96747
Br -4.32329 7.24071 -3.13074
Br -6.26628 5.15128 -1.66481
Br -7.36413 7.97825 -2.56020
H -6.38933 6.16171 -3.93079
C 4.43051 3.97179 -2.23430
Br 3.91868 4.03630 -0.38600
Br 3.51920 5.30987 -3.26880
Br 6.33783 4.09556 -2.44914
H 4.12808 3.00860 -2.61933
C -5.63804 11.12751 -1.65579
Br -5.86252 11.29564 0.24368
Br -6.84729 12.28172 -2.61126
Br -3.81392 11.40408 -2.18973
H -5.89824 10.11340 -1.91990
C 9.63971 -5.20324 0.90862
Br 9.55848 -6.82100 -0.13073
Br 9.43589 -3.64796 -0.20189
Br 8.35933 -5.22171 2.33891
H 10.62361 -5.15643 1.35021
C 0.50731 -0.97855 -6.19129
Br -0.23211 -1.94041 -4.70301
Br 2.15401 -1.76233 -6.79595
Br -0.78207 -0.79166 -7.61595
H 0.73859 0.01973 -5.84842
C -10.46280 9.88969 -1.07043
Br -11.85270 11.13153 -0.59800
Br -9.41836 9.38094 0.46045
Br -11.16779 8.35449 -1.98975
H -9.80103 10.40075 -1.75583
C 9.34713 2.13387 -3.86741
Br 7.88621 0.94478 -4.22961
Br 10.67649 1.30288 -2.75471
Br 10.11388 2.83055 -5.48812
H 8.94937 2.97332 -3.31658
C 1.67146 -5.19536 -9.75801
Br 3.51725 -4.64894 -9.69231
Br 1.33603 -6.68410 -8.58989
Br 0.49725 -3.72390 -9.38053
H 1.47182 -5.52554 -10.76621
```



C17H24CuF5N3NbOS as an isolated structure in a non-equilibrium geometry. Source: the Open Molecules 2025 dataset; level of theory: the ωB97M-V functional and the def2-TZVPD basis.

Properties
- HOMO energy (alpha / beta) (eV) = -15.328 / -15.326
- energy relative to the best compared isomer or geometry (same formula, charge and spin) (eV) = 0.9385
- orbital gap (alpha / beta) (eV) = 6.31 / 6.31
- spin multiplicity = 1
- total charge = +2
- strongest force on any atom (eV Å⁻¹) = 5.53

The geometry in XYZ format:
```
53
C17H24CuF5N3NbOS the ωB97M-V functional and the def2-TZVPD basis
N -1.42767 -0.53874 0.39341
C -2.50600 -0.86490 0.78932
O -3.51445 -0.63281 1.40725
Cu -2.13358 1.20592 1.83861
Nb 0.58043 -0.05613 0.38453
N 0.69402 1.72289 -0.64832
N 1.28686 -1.53267 -0.75843
C 0.08642 2.49879 -1.73247
C 0.64983 -2.51695 -1.66379
C 0.38344 3.98273 -1.56336
C 0.64314 2.00116 -3.06679
C -1.41098 2.27162 -1.68983
C -0.03648 -3.56407 -0.79673
C 1.68237 -3.16842 -2.56848
C -0.37156 -1.78091 -2.49898
H 0.06460 4.32969 -0.58317
H -0.17172 4.54866 -2.30813
H 1.43709 4.22010 -1.69426
H 1.73321 2.07538 -3.11599
H 0.22658 2.58703 -3.88953
H 0.37464 0.95532 -3.24599
H -1.68037 1.21414 -1.72467
H -1.87818 2.76062 -2.54413
H -1.84530 2.69284 -0.78165
H 0.66049 -4.03596 -0.09976
H -0.46627 -4.34759 -1.42309
H -0.84506 -3.12641 -0.20528
H 2.39477 -3.79748 -2.03587
H 2.23213 -2.42796 -3.14639
H 1.16925 -3.81091 -3.28169
H -0.90848 -2.49435 -3.12661
H 0.12073 -1.06675 -3.16452
H -1.10627 -1.24991 -1.88501
C 2.12388 2.03369 -0.33054
H 2.53094 1.29767 0.39966
H 2.75427 2.01795 -1.23107
H 2.22485 3.02682 0.13380
C 2.67544 -1.83023 -0.29783
H 2.98436 -1.11438 0.47484
H 2.74023 -2.83736 0.11934
H 3.37805 -1.74907 -1.13187
F -3.70490 0.52029 5.92911
C -2.62002 0.31236 5.16742
C -1.88313 1.40154 4.72760
F -2.21220 2.66409 5.08057
C -0.79410 1.18487 3.84871
F 0.04265 2.25460 3.54564
C -0.32472 -0.14795 3.56981
S 1.11711 -0.40227 2.57438
C -1.12121 -1.20423 4.05508
F -0.77530 -2.46658 3.72057
C -2.26322 -0.98439 4.81740
F -2.99062 -2.03141 5.25714
```



| no. | DFT total energy (hartree) |
| --- | --- |
| 1 | -1017.2102 |
| 2 | -6471.2568 |
| 3 | -2728.0343 |
| 4 | -92246.0205 |
| 5 | -3495.9882 |